## i
Below is an isolated molecule of C3H7N3O, with properties calculated with wB97M-V/def2-TZVPD.

Values from the calculation:
total charge = 0
frontier orbital gap (spin up / spin down) = 6.9 / 6.9 eV
HOMO (spin up / spin down) = -6.63 / -6.63 eV
SMILES = C=N/C(N)=C(\[NH3+])[O-]

```
14
Properties=species:S:1:pos:R:3:lowdin_charge:R:1
C -0.296 -1.311 1.406 -0.10
N -1.073 -0.539 0.737 0.01
C -0.731 -0.016 -0.492 -0.40
N -1.791 0.101 -1.435 0.08
C 0.492 0.463 -0.893 -0.43
N 1.544 0.614 0.335 0.20
O 0.911 1.046 -1.890 -0.01
H -0.611 -1.655 2.390 0.06
H 0.638 -1.726 1.005 0.07
H -1.762 1.001 -1.904 0.08
H -2.675 -0.002 -0.950 0.07
H 1.135 0.455 1.262 0.10
H 2.345 -0.004 0.206 0.14
H 1.874 1.575 0.224 0.14
```

=====

## ii
Below is an isolated molecule of C3H7N3O, with properties calculated with wB97M-V/def2-TZVPD.

Values from the calculation:
total charge = 0
frontier orbital gap = 8.8 eV
HOMO = -8.86 eV
SMILES = [H]/N=C\C(=O)N(C)N

```
14
Properties=species:S:1:pos:R:3:lowdin_charge:R:1
H 3.158 0.258 -0.958 0.06
N 2.615 1.120 -1.100 0.11
C 1.540 1.102 -0.413 -0.20
C 0.989 -0.070 0.339 -0.40
O 1.435 -0.602 1.325 0.13
N -0.459 0.072 -0.024 -0.31
C -1.374 -0.148 1.100 -0.06
N -0.825 -0.569 -1.242 0.06
H 0.277 1.417 -0.587 0.19
H -2.407 0.031 0.796 0.08
H -1.081 0.479 1.944 0.09
H -1.306 -1.190 1.424 0.08
H -0.777 -1.582 -1.131 0.09
H -1.785 -0.319 -1.474 0.09
```

=====

Short version: ii is the least stable of them.

=====

## i
Below is a cluster of 2 separate species, C4H6FN2 in total, with properties calculated with wB97M-V/def2-TZVPD.

Values from the calculation:
total charge = +1
frontier orbital gap = 6.8 eV
HOMO = -13.07 eV

```
13
Properties=species:S:1:pos:R:3:lowdin_charge:R:1
C 1.918 -0.037 -0.271 -0.02
C 0.740 -0.817 -0.198 -0.10
C 0.209 1.259 0.195 -0.13
C -2.684 -0.474 0.309 0.17
N 1.538 1.239 0.002 0.09
N -0.266 0.009 0.049 0.02
F -3.069 0.521 -0.319 0.20
H 2.850 -0.217 -0.662 0.10
H 0.604 -1.817 -0.416 0.09
H -0.300 2.216 0.493 0.16
H -2.247 -1.352 -0.219 0.12
H -2.927 -0.517 1.438 0.17
H 2.103 1.981 0.211 0.13
```

=====

## ii
Below is the ion C4H6FN2 with charge +1, with properties calculated with wB97M-V/def2-TZVPD.

Values from the calculation:
total charge = +1
frontier orbital gap = 11.0 eV
HOMO = -17.10 eV
SMILES = C[N+](C)=C(F)C#N

```
13
Properties=species:S:1:pos:R:3:lowdin_charge:R:1
C 1.124 -1.194 0.201 0.05
N 0.168 -0.137 -0.078 -0.08
C 0.501 1.222 -0.471 0.05
C -1.037 -0.358 0.245 -0.26
F -1.315 -1.543 0.699 0.21
C -2.109 0.563 0.176 -0.05
N -2.910 1.385 0.309 0.30
H 1.951 -0.996 -0.569 0.15
H 0.542 -2.177 -0.086 0.16
H 1.404 -1.255 1.204 0.10
H -0.308 1.880 -0.260 0.08
H 0.612 1.120 -1.552 0.13
H 1.376 1.489 0.183 0.15
```

=====

Short version: i is the least stable of them.

=====

## i
Below is a cluster of 4 separate species, CH9O3S in total, with properties calculated with wB97M-V/def2-TZVPD.

Values from the calculation:
total charge = -1
frontier orbital gap = 7.0 eV
HOMO = -3.32 eV

```
14
Properties=species:S:1:pos:R:3:lowdin_charge:R:1
C -0.494 -1.276 -1.076 -0.60
S -0.400 0.184 0.062 0.22
H -0.908 -0.854 -2.005 -0.01
H 0.518 -1.668 -1.200 -0.02
H -1.206 -1.993 -0.665 -0.02
H -2.755 -0.470 3.519 0.03
H -1.721 0.585 3.321 0.02
O -2.584 0.457 3.748 -0.10
H 1.647 1.950 -2.292 0.01
H 0.363 2.044 -1.573 -0.07
O 0.805 2.410 -2.351 -0.12
H 1.599 -0.111 0.505 -0.13
H 2.615 -0.729 -0.456 -0.03
O 2.520 -0.530 0.463 -0.19
```

=====

## ii
Below is a cluster of 4 separate species, CH9O3S in total, with properties calculated with wB97M-V/def2-TZVPD.

Values from the calculation:
total charge = -1
frontier orbital gap = 7.3 eV
HOMO = -3.39 eV

```
14
Properties=species:S:1:pos:R:3:lowdin_charge:R:1
C -1.549 -1.873 -0.138 -0.63
S -1.228 -0.498 -1.309 0.24
H -2.228 -2.577 -0.610 -0.02
H -0.632 -2.413 0.091 0.00
H -2.015 -1.550 0.788 -0.01
H -0.096 0.501 1.805 0.03
H -0.182 0.434 0.289 -0.11
O 0.414 0.782 1.024 -0.16
H 0.983 -1.037 -1.555 -0.10
H 2.362 -0.433 -1.744 0.01
O 1.935 -1.292 -1.675 -0.15
H 1.129 3.626 0.399 0.03
H 0.335 2.729 1.331 -0.01
O 0.774 3.601 1.302 -0.11
```

=====

## iii
Below is a cluster of 4 separate species, CH9O3S in total, with properties calculated with wB97M-V/def2-TZVPD.

Values from the calculation:
total charge = -1
frontier orbital gap = 6.7 eV
HOMO = -2.69 eV

```
14
Properties=species:S:1:pos:R:3:lowdin_charge:R:1
C -1.892 -0.231 -0.078 -0.66
S -0.789 -0.172 -1.588 0.08
H -2.457 0.771 -0.101 0.01
H -2.515 -1.037 -0.319 -0.07
H -1.385 -0.607 0.812 -0.02
H -0.673 1.715 1.643 0.06
H 0.367 2.472 0.686 -0.06
O 0.258 1.968 1.397 -0.03
H 1.825 0.150 -1.958 -0.01
H 1.715 0.732 -0.613 -0.08
O 2.311 0.273 -1.124 -0.11
H 0.841 -2.804 0.345 0.05
H 1.258 -1.268 0.084 0.00
O 1.136 -1.963 0.815 -0.17
```

=====

Short version: iii is the least stable of them.